(1)
Entry from the OMol25 dataset: a 2-piece molecular cluster, C2H4ClO overall at a distorted geometry (the ωB97M-V functional and the def2-TZVPD basis).

XYZ file:
```
8
Properties=species:S:1:pos:R:3
C -1.014 -1.635 0.316
C 1.035 1.540 -0.404
O -0.182 -1.259 -0.455
Cl 0.470 2.719 0.425
H -1.630 -1.021 0.994
H -1.107 -2.712 0.665
H 0.864 0.462 -0.179
H 1.563 1.906 -1.360
```

Results
**Energy above the lowest of the compared OMol25 structures with the same formula, charge and spin**: 35.58 kcal/mol
**Largest force on an atom**: 3.5 eV Å⁻¹
**Charge**: +1
**HOMO level**: -0.528 Ha
**M**: 79.5 g/mol
**Gap between HOMO and LUMO**: 6.37 eV

Results of the natural (NBO) charge analysis, in e, for atoms 1 through 2: atom 1 (C): 0.3244, atom 2 (C): -0.0641



(2)
Entry from the OMol25 dataset: a 2-piece molecular cluster, C2H4ClOP overall at a distorted geometry (the ωB97M-V functional and the def2-TZVPD basis).

XYZ file:
```
9
Properties=species:S:1:pos:R:3
C -1.873 -0.659 0.560
C 0.208 -0.089 -0.445
O -0.618 -0.993 0.285
P -3.324 -1.395 2.858
Cl -3.912 0.426 3.089
H -2.003 0.415 0.161
H -0.339 0.769 -0.673
H 0.555 -0.650 -1.369
H 1.083 0.105 0.347
```

Results
**Energy above the lowest of the compared OMol25 structures with the same formula, charge and spin**: 135.11 kcal/mol
**Largest force on an atom**: 4.2 eV Å⁻¹
**HOMO level (alpha / beta)**: -0.261 / -0.252 Ha
**M**: 110.5 g/mol
**Gap between HOMO and LUMO (alpha / beta)**: 6.66 / 6.48 eV

Results of the natural (NBO) charge analysis, in e, for atoms 1 through 2: atom 1 (C): 0.1566, atom 2 (C): -0.2620